No. 1
Below is a 2-piece molecular cluster, C4H8NO4S2 overall at a distorted geometry, with properties calculated with the ωB97M-V functional and the def2-TZVPD basis.

E	-1309.31258	Eh
Kohn-Sham gap	8.229	eV
largest force on an atom	0.1400	hartree/bohr
multiplicity	1
relative energy (zero: lowest compared OMol25 entry of this formula, charge and spin)	70.0	kJ/mol
HOMO energy	-0.177	Ha
charge	-1

Each line ends with the Löwdin charge.
Geometry (Å):
O  2.895  0.867  -1.152  -0.434
C  -1.852  -1.146  -0.622  0.047
H  -1.166  2.790  0.738  0.130
S  3.776  -1.820  -2.013  0.154
H  1.555  -1.680  0.557  0.026
C  -2.069  2.269  1.089  -0.240
H  3.283  -1.423  1.048  0.027
C  -1.479  0.083  -0.204  -0.456
C  2.412  -1.072  0.585  -0.193
H  0.230  -0.044  -1.002  0.016
H  -2.861  -1.577  -0.171  0.092
H  -3.489  1.913  2.187  0.067
O  -0.421  0.679  -0.685  0.033
S  2.557  -0.560  -1.178  0.103
N  -2.875  2.711  1.932  0.079
O  -2.247  0.861  0.760  -0.046
H  1.913  -0.263  1.117  0.053
H  -1.381  -1.732  -1.282  -0.001
O  1.221  -0.856  -1.704  -0.458

***

No. 2
Below is a 4-piece molecular cluster, C2H13N2O3 overall at a distorted geometry, with properties calculated with the ωB97M-V functional and the def2-TZVPD basis.

E	-418.95753	Eh
Kohn-Sham gap	10.917	eV
largest force on an atom	0.1019	hartree/bohr
multiplicity	1
relative energy (zero: lowest compared OMol25 entry of this formula, charge and spin)	186.1	kJ/mol
HOMO energy	-0.528	Ha
charge	+1

Each line ends with the Löwdin charge.
Geometry (Å):
H  -2.203  2.723  -1.365  0.098
O  1.788  -0.974  0.902  -0.033
H  2.000  -2.626  -2.153  0.039
N  -1.037  -1.533  -0.126  0.134
H  1.797  -3.609  -1.109  0.097
O  1.749  -2.629  -1.251  -0.042
H  -2.384  0.342  -1.497  0.190
H  1.212  2.189  2.258  0.053
H  -0.529  -1.863  0.689  0.097
H  0.672  3.493  1.828  -0.016
H  1.948  -1.615  0.241  -0.036
H  -0.502  2.427  -1.438  0.119
C  -1.443  2.111  -0.850  -0.109
C  -0.931  -0.169  -0.109  -0.101
N  -1.610  0.713  -0.884  -0.020
H  -1.228  2.623  0.176  0.109
O  0.407  2.665  2.034  -0.008
H  2.602  -0.669  1.245  0.036
H  -0.239  0.253  0.887  0.220
H  -1.914  -2.078  -0.410  0.173

***

No. 3
Below is an isolated ion of composition C5H9N2 and charge +1 at a distorted geometry, with properties calculated with the ωB97M-V functional and the def2-TZVPD basis.

SMILES	C[N+]1(N2CC2)C=C1
E	-304.95400	Eh
Kohn-Sham gap	10.190	eV
largest force on an atom	0.0898	hartree/bohr
multiplicity	1
relative energy (zero: lowest compared OMol25 entry of this formula, charge and spin)	724.7	kJ/mol
HOMO energy	-0.537	Ha
charge	+1

Each line ends with the Löwdin charge.
Geometry (Å):
H  -1.207  0.987  1.217  0.090
C  1.126  0.661  0.900  0.134
H  1.547  -1.846  0.238  0.099
H  -2.141  -0.588  0.923  0.135
N  -0.724  -0.225  -0.364  -0.075
C  1.450  -1.197  -0.581  0.044
C  1.260  1.339  -0.219  0.171
N  0.714  0.027  -0.301  -0.213
H  1.435  2.042  -0.962  0.130
C  -1.604  0.277  0.568  -0.101
C  -1.637  0.763  -0.849  -0.042
H  0.921  -1.799  -1.337  0.119
H  0.955  0.573  1.922  0.138
H  2.355  -0.844  -1.044  0.110
H  -2.318  0.455  -1.647  0.125
H  -1.197  1.810  -0.957  0.136

***

No. 4
Below is C12H30O6Si2 as an isolated structure, with properties calculated with the ωB97M-V functional and the def2-TZVPD basis.

E	-1505.76307	Eh
Kohn-Sham gap	10.126	eV
largest force on an atom	0.0046	hartree/bohr
multiplicity	1
HOMO energy	-0.341	Ha

Each line ends with the Löwdin charge.
Geometry (Å):
H  -1.429  2.056  -3.311  0.040
H  1.781  1.611  0.095  0.034
C  5.306  -2.148  -1.016  -0.627
H  3.777  -2.582  -3.102  0.100
H  7.440  -2.439  0.473  0.097
C  6.474  -2.653  0.926  -0.037
H  0.770  -0.384  -5.287  0.118
O  5.441  -1.896  0.286  0.002
Si  -0.192  0.379  -0.781  0.498
H  1.690  0.003  0.824  0.033
H  -0.857  -0.303  -4.608  0.116
H  -4.877  -0.006  2.489  0.118
H  0.958  2.049  -4.205  0.112
C  4.064  -1.554  -2.892  -0.025
H  -1.146  3.360  -4.458  0.071
O  5.965  -2.929  -1.652  0.123
H  -3.888  1.330  1.913  0.111
H  -5.344  2.050  6.285  0.071
H  0.321  1.820  -5.822  0.105
H  2.251  0.187  -0.834  0.016
C  -1.187  2.274  -4.353  -0.109
H  -2.851  1.034  4.419  0.110
H  -3.918  1.198  6.865  0.073
H  4.947  -1.301  -3.477  0.098
C  1.535  0.565  -0.100  -0.166
O  -2.903  -0.425  2.416  -0.261
O  0.702  -0.220  -3.263  -0.231
C  -3.888  1.086  4.075  -0.204
H  6.271  -3.719  0.843  0.097
H  3.241  -0.879  -3.110  0.077
H  -0.720  1.714  -1.158  0.011
H  -4.391  -0.665  5.221  0.114
C  -4.898  1.059  6.402  -0.121
H  0.213  -1.737  -1.958  0.093
O  4.325  -1.385  -1.491  -0.009
H  -2.014  1.915  -4.970  0.074
H  -5.779  0.222  4.624  0.107
C  -0.177  -0.760  -2.274  -0.265
C  -4.783  0.344  5.063  -0.273
C  0.125  1.618  -4.766  -0.230
C  0.155  0.113  -4.531  -0.234
C  -3.937  0.526  2.654  -0.257
O  -1.225  -0.312  0.317  -0.352
H  -4.155  2.147  4.063  0.115
H  6.459  -2.339  1.965  0.093
H  -1.175  -0.947  -2.684  0.087
H  -5.516  0.499  7.105  0.068
Si  -1.391  -0.055  1.928  0.415
H  -0.443  -0.910  2.661  -0.006
H  -1.132  1.386  2.189  0.013

***

No. 5
Below is a 2-piece molecular cluster, CH3N2S overall at a distorted geometry, with properties calculated with the ωB97M-V functional and the def2-TZVPD basis.

E	-547.18537	Eh
Kohn-Sham gap	8.665	eV
largest force on an atom	0.1155	hartree/bohr
multiplicity	1
relative energy (zero: lowest compared OMol25 entry of this formula, charge and spin)	198.9	kJ/mol
HOMO energy	-0.542	Ha
charge	+1

Each line ends with the Löwdin charge.
Geometry (Å):
H  -1.271  0.170  -0.409  0.126
C  0.710  0.077  0.138  -0.791
H  -0.943  0.478  1.727  0.411
N  1.685  0.001  -0.769  -0.096
N  -0.545  0.167  0.291  0.176
H  1.903  -0.809  -1.345  0.127
S  2.192  0.130  0.971  1.047

***

No. 6
Below is a 2-piece molecular cluster, C2H9NO overall at a distorted geometry, with properties calculated with the ωB97M-V functional and the def2-TZVPD basis.

SMILES	NCO.C
E	-211.52873	Eh
Kohn-Sham gap	11.078	eV
largest force on an atom	0.1090	hartree/bohr
multiplicity	1
relative energy (zero: lowest compared OMol25 entry of this formula, charge and spin)	147.9	kJ/mol
HOMO energy	-0.370	Ha

Each line ends with the Löwdin charge.
Geometry (Å):
H  -6.360  -2.502  2.925  -0.021
H  3.875  0.955  0.199  0.063
H  1.878  -0.074  -1.611  0.120
C  2.044  1.589  -0.583  -0.310
H  -5.308  -2.350  1.463  -0.014
N  3.510  1.186  -0.721  0.019
H  4.016  1.997  -0.856  0.019
H  -5.719  -4.041  1.902  0.065
O  1.241  0.501  -1.057  -0.113
H  1.853  2.076  0.416  0.120
H  -6.908  -2.878  1.424  0.025
C  -5.973  -2.904  2.057  -0.055
H  1.755  2.397  -1.201  0.081

***

No. 7
Below is C8H15NS2 as an isolated structure at a distorted geometry, with properties calculated with the ωB97M-V functional and the def2-TZVPD basis.

E	-1164.71817	Eh
Kohn-Sham gap	9.214	eV
largest force on an atom	0.0937	hartree/bohr
multiplicity	1
relative energy (zero: lowest compared OMol25 entry of this formula, charge and spin)	372.6	kJ/mol
HOMO energy	-0.315	Ha

Each line ends with the Löwdin charge.
Geometry (Å):
H  -4.388  -0.270  1.778  0.152
H  -3.267  -2.564  1.228  0.093
S  3.372  0.163  -0.291  0.837
C  -4.390  0.774  -0.712  -0.297
C  -2.620  -1.592  1.106  -0.443
H  5.073  -0.590  1.007  0.063
C  1.506  1.079  1.293  -0.198
H  5.680  0.038  -1.944  0.048
H  0.713  1.026  0.475  0.073
C  -3.192  0.295  -0.011  -0.680
H  -2.730  0.324  2.279  0.120
H  5.256  -1.574  -1.301  0.077
S  -2.732  -1.337  -0.752  0.801
H  5.565  1.090  0.240  0.092
H  -2.325  0.900  -0.141  0.072
C  -4.349  2.130  -1.022  -0.051
H  -1.566  -1.710  1.481  0.079
C  5.831  -0.625  -1.114  -0.182
H  -3.523  2.806  -0.452  0.106
C  -3.230  -0.248  1.421  -0.282
N  2.710  0.739  1.137  -0.423
C  5.143  0.040  0.104  -0.535
H  -4.960  -0.242  -1.466  0.180
H  6.897  -0.748  -1.000  0.064
H  -5.123  2.327  -2.116  0.145
H  1.294  1.671  2.266  0.089

***

No. 8
Below is C28H40Br2N3O6 as an isolated structure at a distorted geometry, with properties calculated with the ωB97M-V functional and the def2-TZVPD basis.

E	-6854.15803	Eh
Kohn-Sham gap	7.436	eV
largest force on an atom	0.1226	hartree/bohr
multiplicity	1
HOMO energy	-0.375	Ha
charge	+1

Each line ends with the Löwdin charge.
Geometry (Å):
H  -0.411  -1.936  1.813  0.107
C  2.728  -1.603  -0.822  -0.192
C  -0.549  -4.521  5.007  -0.082
C  0.077  -3.468  4.115  -0.321
C  2.509  7.195  0.598  0.020
H  4.698  -5.712  -5.386  0.101
C  -5.353  -2.583  0.441  -0.197
H  1.018  -3.104  4.539  0.115
H  -0.979  -2.003  4.840  0.088
C  0.694  5.947  -2.270  0.009
H  0.426  -5.349  -5.546  0.099
H  2.544  -6.199  -6.508  0.101
H  -4.869  -3.068  5.362  0.091
H  -4.809  -1.424  -1.377  0.123
H  0.281  -3.879  3.124  0.098
O  -0.810  -2.366  3.960  -0.113
C  2.559  -5.617  -5.593  -0.096
H  -2.715  -2.118  0.900  0.113
O  2.787  1.806  2.142  0.096
C  0.222  -2.115  0.860  -0.085
Br  -0.066  3.329  1.275  0.716
O  1.434  -1.014  -0.969  -0.023
C  3.769  -5.346  -4.960  -0.094
C  -0.570  -2.956  -0.258  -0.157
H  -1.494  -4.870  4.583  0.080
H  0.120  -5.376  5.130  0.080
H  -6.350  -2.885  -0.054  0.141
H  -2.072  -2.797  -1.926  0.112
C  -5.380  -3.773  2.515  -0.360
C  -4.314  -2.291  -0.784  -0.158
C  0.846  1.747  0.452  -0.994
C  1.389  -4.399  -3.873  -0.097
C  -5.114  -2.248  4.589  0.018
H  -6.867  -2.039  3.140  0.114
C  3.536  9.380  -0.138  -0.161
C  -1.674  -2.125  -1.079  -0.179
C  3.789  -4.607  -3.781  -0.088
C  -5.911  -2.587  3.440  -0.066
H  1.113  -2.779  1.196  0.140
C  -2.956  -1.706  -0.155  -0.195
O  -5.489  -4.956  2.976  0.041
C  -0.151  0.493  0.531  -0.129
H  -4.180  -3.186  -1.479  0.117
C  1.369  -5.141  -5.051  -0.098
H  4.732  -4.399  -3.286  0.101
N  2.737  8.165  -0.361  -0.044
O  -4.750  -3.627  1.248  -0.056
C  2.598  -4.136  -3.236  -0.099
H  2.613  -3.562  -2.316  0.041
H  -3.021  -0.555  -0.016  0.105
H  1.294  5.322  0.379  0.027
C  2.134  7.803  -1.497  -0.007
H  1.325  5.693  -3.123  0.108
H  -0.383  0.431  1.663  0.155
H  0.277  5.036  -1.842  0.051
C  1.725  6.244  0.024  -0.003
H  2.938  7.312  1.579  0.143
C  0.863  -0.737  0.346  -0.392
H  2.141  8.341  -2.433  0.168
H  -4.731  -1.180  4.707  0.069
H  -1.041  -3.861  0.267  0.135
H  -1.255  -1.121  -1.483  0.102
N  1.499  6.648  -1.275  -0.083
H  0.199  -3.337  -1.015  0.100
H  -0.118  6.601  -2.592  0.108
C  3.353  10.440  -1.206  -0.074
H  3.245  9.790  0.832  0.135
H  -1.080  0.533  -0.128  0.123
C  2.042  1.164  1.356  -0.364
H  3.700  10.082  -2.179  0.081
H  -5.476  -1.574  0.977  0.126
Br  1.377  2.311  -1.381  0.721
H  4.585  9.080  -0.079  0.137
N  3.703  -2.321  -0.837  0.193
O  2.038  -0.260  1.103  0.013
H  3.926  11.334  -0.954  0.094
H  -0.775  -4.107  5.994  0.075
H  0.461  -4.026  -3.451  0.086
H  2.301  10.721  -1.302  0.090

***

no.,LUMO energy (eV)
1,3.4
2,-3.4
3,-4.4
4,0.8
5,-6.1
6,1.0
7,0.7
8,-2.8